# 1
{"formula": "C4H12N2O2", "method": "ωB97M-V/def2-TZVPD", "symbols": ["C", "C", "O", "H", "H", "H", "H", "H", "H", "C", "N", "N", "C", "O", "H", "H", "H", "H", "H", "H"], "xyz": [[1.410, 0.288, -0.578], [1.620, -0.250, -1.951], [0.285, -1.549, 1.125], [0.885, -1.389, 1.868], [1.948, -0.286, 0.166], [1.586, 1.346, -0.414], [2.679, -0.478, -2.119], [1.246, 0.437, -2.713], [1.084, -1.206, -2.020], [-0.877, -0.090, 0.742], [-0.719, 0.473, 2.003], [-2.017, -0.899, 0.705], [-0.575, 0.691, -0.444], [-0.666, 2.087, -0.300], [-1.601, 2.338, -0.366], [-0.319, 1.403, 1.927], [-0.975, -0.279, 2.658], [-2.155, -1.285, -0.223], [-1.809, -1.697, 1.308], [-1.028, 0.346, -1.374]], "de_lowest_ev": 5.311, "homo_ev": -8.476, "multiplicity": 1, "e_lumo_ev": 0.706, "charge": 0}

# 2
{"formula": "C26H43FN2O5", "method": "ωB97M-V/def2-TZVPD", "symbols": ["C", "C", "O", "C", "C", "C", "O", "C", "F", "C", "C", "O", "H", "H", "H", "H", "H", "H", "H", "C", "C", "C", "C", "C", "C", "N", "O", "C", "C", "C", "H", "H", "H", "H", "H", "H", "H", "H", "H", "H", "H", "H", "H", "H", "H", "H", "H", "H", "C", "C", "C", "C", "C", "C", "N", "O", "C", "C", "C", "H", "H", "H", "H", "H", "H", "H", "H", "H", "H", "H", "H", "H", "H", "H", "H", "H", "H"], "xyz": [[-1.181, 0.563, 0.975], [-0.586, -0.218, 2.246], [0.756, 0.273, 2.639], [0.756, 0.180, 4.072], [0.722, -1.130, 4.634], [0.675, -1.176, 6.236], [1.252, -2.062, 6.915], [-0.186, 0.007, 6.916], [-1.001, -0.183, 8.056], [-0.157, 1.317, 6.358], [0.747, 1.468, 5.033], [1.367, 2.510, 4.751], [-0.636, 0.302, 0.010], [-1.188, 1.687, 1.170], [-2.269, 0.227, 0.850], [-0.531, -1.351, 2.093], [-1.281, 0.036, 3.125], [0.702, -2.048, 3.970], [-0.760, 2.191, 6.789], [-0.359, -5.335, -1.863], [-0.959, -4.346, -0.837], [-1.695, -5.132, 0.266], [-3.020, -5.721, -0.206], [-3.907, -4.634, -0.800], [-3.215, -3.810, -1.907], [-1.841, -3.354, -1.526], [-1.981, -2.287, -0.696], [-3.146, -4.640, -3.212], [-4.151, -2.629, -2.281], [0.297, -3.685, -0.209], [0.414, -5.953, -1.398], [-1.080, -6.041, -2.270], [0.107, -4.803, -2.697], [-1.892, -4.478, 1.124], [-1.060, -5.941, 0.642], [-2.850, -6.521, -0.933], [-3.534, -6.186, 0.641], [-4.821, -5.093, -1.193], [-4.226, -3.968, 0.011], [-2.477, -4.175, -3.942], [-4.130, -4.713, -3.684], [-2.829, -5.671, -3.057], [-4.397, -2.000, -1.421], [-5.106, -3.000, -2.667], [-3.705, -1.999, -3.054], [0.844, -3.096, -0.950], [0.982, -4.444, 0.179], [0.053, -3.034, 0.635], [1.197, 6.091, -1.763], [1.358, 4.953, -0.727], [2.605, 5.220, 0.141], [3.911, 4.968, -0.602], [3.932, 3.561, -1.187], [2.700, 3.239, -2.061], [1.406, 3.627, -1.416], [1.110, 2.677, -0.492], [2.832, 3.945, -3.432], [2.754, 1.730, -2.426], [0.099, 5.109, 0.168], [0.991, 7.041, -1.263], [2.087, 6.272, -2.362], [0.362, 5.891, -2.440], [2.584, 4.582, 1.032], [2.596, 6.252, 0.507], [4.059, 5.715, -1.389], [4.752, 5.086, 0.089], [4.849, 3.430, -1.772], [3.995, 2.845, -0.359], [1.888, 3.915, -3.985], [3.583, 3.452, -4.057], [3.160, 4.981, -3.360], [2.787, 1.087, -1.543], [3.659, 1.503, -2.999], [1.895, 1.439, -3.035], [-0.814, 4.909, -0.400], [0.026, 6.128, 0.560], [0.116, 4.447, 1.037]], "s_squared": 2.01, "homo_ev": [-8.808, -9.439], "multiplicity": 3, "e_lumo_ev": [-1.198, -1.198], "charge": 0}

# 3
{"formula": "C17H17N3O5", "method": "ωB97M-V/def2-TZVPD", "symbols": ["C", "C", "N", "C", "C", "N", "C", "H", "C", "O", "O", "C", "C", "H", "H", "H", "H", "C", "O", "N", "C", "C", "C", "C", "C", "C", "H", "H", "O", "C", "C", "H", "O", "H", "H", "H", "H", "H", "H", "H", "H", "H"], "xyz": [[5.383, 3.771, -0.183], [4.786, 2.413, -0.044], [5.550, 1.450, 0.457], [5.024, 0.244, 0.590], [3.709, -0.019, 0.217], [2.932, 0.942, -0.288], [3.464, 2.139, -0.418], [2.821, 2.908, -0.826], [3.111, -1.374, 0.390], [3.557, -2.223, 1.117], [2.020, -1.495, -0.363], [1.198, -2.654, -0.219], [1.332, -3.557, -1.442], [0.624, -4.376, -1.353], [1.114, -2.991, -2.345], [2.341, -3.957, -1.506], [1.503, -3.200, 0.683], [-0.275, -2.225, -0.055], [-1.126, -3.049, 0.196], [-0.464, -0.901, -0.239], [-1.647, -0.158, -0.168], [-2.882, -0.735, 0.088], [-4.021, 0.058, 0.144], [-3.931, 1.434, -0.082], [-2.686, 2.005, -0.319], [-1.553, 1.221, -0.356], [-0.589, 1.673, -0.539], [-2.635, 3.071, -0.476], [-5.036, 2.250, -0.084], [-6.250, 1.538, -0.173], [-6.234, 0.351, 0.788], [-7.170, -0.207, 0.747], [-5.213, -0.553, 0.428], [-6.066, 0.717, 1.811], [-7.043, 2.244, 0.078], [-6.394, 1.170, -1.198], [-2.975, -1.794, 0.253], [0.369, -0.358, -0.441], [5.657, -0.530, 0.998], [5.364, 4.085, -1.225], [6.409, 3.755, 0.172], [4.811, 4.494, 0.396]], "de_lowest_ev": 1.113, "homo_ev": -7.895, "multiplicity": 1, "smiles": "Cc1cnc(C(=O)O[C@H](C)C(=O)Nc2ccc3c(c2)OCCO3)cn1", "e_lumo_ev": -0.145, "charge": 0}

# 4
{"formula": "C16H22F3NO11S", "method": "ωB97M-V/def2-TZVPD", "symbols": ["C", "C", "C", "O", "C", "C", "S", "O", "C", "O", "F", "N", "C", "O", "F", "C", "O", "F", "H", "H", "H", "H", "H", "H", "H", "H", "H", "H", "C", "C", "C", "O", "C", "O", "O", "H", "H", "H", "H", "H", "H", "C", "C", "C", "O", "C", "O", "O", "H", "H", "H", "H", "H", "H"], "xyz": [[2.696, 2.248, 0.680], [2.449, 2.750, -0.740], [1.076, 3.404, -0.886], [0.156, 2.394, -1.278], [-1.182, 2.769, -1.175], [-1.971, 1.945, -0.148], [-0.879, 1.823, 1.306], [-3.199, 2.658, 0.075], [-3.257, 3.385, 1.199], [-3.807, 3.092, 2.215], [-2.717, 4.578, 1.029], [-2.411, 0.670, -0.730], [-1.337, -0.228, -1.051], [-0.840, -0.294, -2.137], [-0.975, -1.013, -0.068], [-3.410, 0.032, 0.036], [-3.594, 0.070, 1.205], [-4.166, -0.714, -0.741], [3.677, 1.801, 0.709], [2.010, 1.452, 0.922], [2.627, 3.061, 1.385], [3.232, 3.419, -1.061], [2.449, 1.868, -1.369], [0.819, 3.857, 0.067], [1.167, 4.146, -1.673], [-1.315, 3.800, -0.873], [-1.660, 2.675, -2.143], [-1.663, 1.232, 2.227], [-3.092, -3.001, -2.190], [-2.538, -3.548, -3.481], [-3.416, -3.332, -4.689], [-3.048, -4.433, -5.530], [-2.622, -5.437, -4.719], [-2.425, -6.549, -5.073], [-2.458, -4.985, -3.449], [-2.471, -3.315, -1.349], [-3.123, -1.921, -2.222], [-4.097, -3.380, -2.005], [-1.529, -3.162, -3.653], [-3.229, -2.386, -5.192], [-4.481, -3.414, -4.458], [4.568, -2.179, 4.446], [4.326, -0.690, 4.424], [3.119, -0.255, 3.628], [3.485, 1.071, 3.222], [4.843, 1.110, 3.164], [5.470, 1.991, 2.680], [5.379, 0.000, 3.730], [5.523, -2.402, 4.919], [3.777, -2.690, 4.994], [4.611, -2.579, 3.432], [4.286, -0.298, 5.444], [2.204, -0.237, 4.216], [2.961, -0.859, 2.731]], "de_lowest_ev": 0.000, "homo_ev": -10.461, "multiplicity": 1, "smiles": "CCCOC[C@@](S)(OC(=O)F)N(C(=O)F)C(=O)F.C[C@@H]1COC(=O)O1.C[C@@H]1COC(=O)O1", "e_lumo_ev": -0.152, "charge": 0}